No. 1
{
  "formula": "C26H29AsBCsN11S4",
  "method": "ωB97M-V/def2-TZVPD",
  "multiplicity": 2,
  "e_lumo_ev": [3.80, 3.27],
  "homo_energy_ev": [-1.9, -1.7],
  "de_lowest_kcal_mol": 36.1,
  "total_charge": -2,
  "orbital_gap_ev": [5.70, 4.99],
  "species": ["Cs", "C", "C", "C", "C", "N", "N", "B", "N", "C", "C", "C", "C", "N", "N", "C", "C", "C", "C", "N", "N", "C", "C", "C", "C", "N", "H", "H", "H", "H", "H", "H", "H", "H", "H", "H", "H", "H", "H", "H", "H", "H", "H", "H", "H", "H", "N", "C", "C", "C", "C", "C", "N", "C", "C", "C", "C", "C", "N", "H", "H", "H", "H", "H", "H", "H", "H", "H", "S", "As", "S", "S", "S"],
  "xyz": [[-0.19828, 2.76096, 0.17591], [0.60992, -3.13514, 2.47691], [0.32522, -2.97784, 1.02301], [0.80672, -3.77084, -0.03319], [0.23962, -3.22254, -1.16049], [-0.52748, -2.18654, -0.77379], [-0.47398, -2.03384, 0.55471], [-1.35118, -1.22584, -1.62939], [-2.51598, -0.75704, -0.76359], [-3.41388, -1.60974, -0.23579], [-4.27848, -0.88424, 0.55031], [-3.81098, 0.43466, 0.44851], [-4.37768, 1.65496, 1.08751], [-2.75118, 0.48166, -0.34279], [-0.46308, -0.10244, -2.16099], [0.85742, -0.20584, -2.39319], [1.26542, 0.94346, -3.03049], [0.09342, 1.70556, -3.15639], [-0.05358, 3.04556, -3.79529], [-0.93128, 1.05176, -2.63359], [-1.93988, -1.95254, -2.86819], [-3.15968, -1.74924, -3.39379], [-3.25248, -2.47704, -4.55949], [-1.99838, -3.09254, -4.68219], [-1.52218, -3.98084, -5.78289], [-1.22768, -2.76304, -3.65599], [1.38292, -3.88914, 2.62301], [-0.29038, -3.44794, 3.00791], [0.93912, -2.18404, 2.89021], [1.47132, -4.61264, 0.03301], [0.29842, -3.49564, -2.19499], [-3.37368, -2.66094, -0.44619], [-5.11948, -1.24564, 1.11121], [-5.24698, 1.39436, 1.68821], [-4.67378, 2.37056, 0.32181], [-3.63398, 2.13496, 1.72381], [1.40902, -1.08574, -2.12409], [2.25662, 1.19466, -3.36529], [0.88032, 3.34376, -4.27029], [-0.33198, 3.79426, -3.05449], [-0.84338, 3.02086, -4.54429], [-3.86758, -1.09804, -2.92459], [-4.09198, -2.56554, -5.22269], [-2.37168, -4.34534, -6.35859], [-0.96518, -4.82444, -5.37909], [-0.85838, -3.43434, -6.45429], [3.21122, 0.73356, 3.69161], [1.88792, 0.71856, 4.08401], [1.57692, 1.09616, 5.40151], [0.25242, 1.09476, 5.78451], [-0.71618, 0.70586, 4.86781], [-0.29878, 0.30516, 3.60911], [0.96672, 0.29886, 3.23291], [3.69162, 0.76216, 2.39981], [5.06012, 1.01026, 2.20361], [5.53382, 1.09816, 0.91311], [4.65012, 0.92436, -0.14329], [3.33272, 0.62326, 0.16061], [2.86722, 0.52926, 1.39071], [3.85202, 1.10836, 4.37861], [2.35392, 1.40276, 6.09001], [-0.02798, 1.38846, 6.78841], [-1.76268, 0.70126, 5.12811], [-1.00078, -0.05244, 2.86791], [5.72452, 1.14756, 3.04541], [6.57932, 1.29706, 0.72571], [4.97672, 1.01366, -1.16879], [2.61142, 0.43326, -0.62559], [2.88332, 6.97366, 1.22961], [1.14402, 5.86026, 1.77271], [-0.21498, 5.89016, 0.12181], [1.76602, 3.87386, 2.26301], [0.17992, 6.74606, 3.46121]]
}


No. 2
{
  "formula": "C22H22CrN2O6S4",
  "method": "ωB97M-V/def2-TZVPD",
  "multiplicity": 4,
  "e_lumo_ev": [1.79, 2.52],
  "homo_energy_ev": [-4.7, -4.7],
  "total_charge": -1,
  "orbital_gap_ev": [6.50, 7.27],
  "species": ["Cr", "C", "N", "C", "C", "N", "C", "C", "C", "C", "C", "C", "C", "S", "C", "C", "C", "C", "C", "C", "S", "H", "H", "H", "H", "H", "H", "H", "H", "H", "H", "H", "H", "H", "H", "H", "H", "H", "H", "O", "S", "O", "O", "C", "C", "C", "C", "C", "C", "S", "O", "O", "O", "H", "H", "H", "H"],
  "xyz": [[-1.13554, 0.71053, -0.05440], [1.88388, -1.50115, 0.01375], [1.75944, -0.07561, 0.28268], [1.85381, 0.31497, 1.66872], [1.21700, 1.68418, 1.79231], [-0.26416, 1.58479, 1.78538], [-0.80314, 2.97686, 1.86144], [-0.74206, 0.83785, 2.96848], [0.01941, 0.71584, 4.12751], [-0.49206, 0.04841, 5.22977], [-1.77030, -0.49279, 5.17058], [-2.52352, -0.37074, 4.01929], [-2.02623, 0.29521, 2.89299], [-2.98818, 0.51583, 1.46050], [2.58567, 0.73315, -0.57858], [3.91234, 1.00787, -0.26522], [4.68701, 1.80846, -1.09212], [4.11311, 2.34035, -2.24278], [2.79137, 2.07096, -2.55097], [1.99792, 1.26072, -1.72662], [0.35527, 0.87913, -2.16328], [2.86220, -1.89567, 0.32742], [1.75137, -1.66364, -1.05481], [1.08977, -2.04063, 0.52955], [2.87529, 0.32543, 2.07914], [1.30153, -0.41510, 2.26230], [1.50576, 2.31728, 0.95218], [1.52937, 2.21139, 2.69825], [-0.38219, 3.46716, 2.74380], [-1.88756, 2.93130, 1.91700], [-0.51747, 3.51012, 0.95681], [1.01912, 1.11841, 4.18436], [0.11429, -0.05616, 6.12002], [-2.17463, -1.02543, 6.02224], [-3.51394, -0.80401, 3.97033], [4.35274, 0.58596, 0.62968], [5.71963, 2.01551, -0.84157], [4.69236, 2.97606, -2.90158], [2.34039, 2.49689, -3.43796], [-4.23587, 1.46383, -0.98545], [-3.16220, 2.08883, -1.70292], [-3.40817, 3.30661, -2.41448], [-1.94400, 2.32391, -0.79385], [-2.62563, 0.84917, -2.95473], [-2.56964, 1.43868, -4.21084], [-2.24603, 0.73354, -5.36054], [-1.95924, -0.60652, -5.26368], [-2.00311, -1.21980, -4.02008], [-2.33094, -0.54240, -2.85312], [-2.36245, -1.72106, -1.43432], [-1.90147, -2.97970, -1.94356], [-3.67661, -1.63541, -0.87949], [-1.28116, -1.20488, -0.47781], [-2.77820, 2.49470, -4.28302], [-2.21525, 1.24630, -6.31371], [-1.69292, -1.19270, -6.13420], [-1.76382, -2.26941, -3.94134]]
}


No. 3
{
  "formula": "C33H45N7PbSe",
  "method": "ωB97M-V/def2-TZVPD",
  "e_lumo_ev": -4.90,
  "homo_energy_ev": -11.7,
  "de_lowest_kcal_mol": 14.2,
  "total_charge": 2,
  "orbital_gap_ev": 6.83,
  "species": ["Pb", "C", "N", "C", "C", "C", "C", "C", "C", "N", "C", "C", "C", "C", "C", "C", "N", "C", "C", "C", "C", "C", "N", "H", "H", "H", "H", "H", "H", "H", "H", "H", "H", "H", "H", "H", "H", "H", "H", "H", "H", "N", "C", "C", "C", "N", "C", "C", "N", "C", "H", "H", "H", "H", "H", "H", "H", "H", "H", "H", "H", "H", "H", "H", "H", "H", "C", "C", "C", "C", "C", "C", "Se", "C", "C", "C", "H", "H", "H", "H", "H", "H", "H", "H", "H", "H", "H"],
  "xyz": [[-0.54337, 0.26496, 0.60523], [-0.92130, 2.78266, 2.83737], [-1.89469, 1.95565, 2.11725], [-2.82764, 1.27945, 3.03060], [-3.25998, -0.09595, 2.58196], [-4.40630, -0.65073, 3.13382], [-4.78057, -1.93269, 2.78062], [-3.99747, -2.63495, 1.87458], [-2.87831, -2.01674, 1.36322], [-2.50963, -0.77254, 1.70874], [-2.66541, 2.79414, 1.18407], [-1.86115, 3.29804, 0.01153], [-2.11393, 4.53393, -0.55991], [-1.45986, 4.87846, -1.73321], [-0.57033, 3.97836, -2.30044], [-0.34279, 2.78319, -1.64742], [-0.96457, 2.45807, -0.50963], [0.00799, 2.01023, 3.74619], [0.89039, 2.71083, 4.55908], [1.70007, 2.00294, 5.42761], [1.60179, 0.61890, 5.46271], [0.71502, 0.00790, 4.59631], [-0.06198, 0.68113, 3.74089], [-1.44229, 3.54845, 3.42556], [-0.32006, 3.31724, 2.09786], [-3.71714, 1.89499, 3.19346], [-2.34481, 1.15493, 3.99691], [-4.99670, -0.07327, 3.83568], [-5.67403, -2.37880, 3.19815], [-4.25749, -3.63536, 1.55804], [-2.25569, -2.52224, 0.63403], [-3.12461, 3.64238, 1.70259], [-3.47578, 2.17765, 0.78145], [-2.82220, 5.20997, -0.09669], [-1.64654, 5.83642, -2.20259], [-0.06377, 4.19461, -3.23125], [0.34629, 2.04661, -2.04843], [0.93222, 3.79306, 4.51950], [2.38916, 2.52488, 6.07960], [2.19119, 0.03161, 6.15493], [0.59463, -1.07183, 4.58900], [5.62023, -1.71109, -0.67353], [4.38127, -2.23653, 0.03362], [4.80345, -2.93361, 1.30810], [3.53569, -3.38456, 2.04991], [2.79786, -2.19584, 2.48815], [2.75587, -4.35299, 1.15134], [2.40472, -3.78217, -0.22470], [1.33372, -2.77395, -0.12381], [3.63362, -3.16503, -0.90544], [6.12076, -1.04950, -0.07983], [5.38824, -1.25017, -1.55304], [6.25684, -2.48143, -0.88216], [3.77712, -1.36218, 0.27997], [5.35939, -2.25426, 1.95829], [5.43040, -3.80321, 1.07381], [3.86237, -3.92359, 2.93729], [2.05042, -1.97345, 1.83933], [2.39092, -2.33501, 3.40181], [1.83943, -4.66631, 1.65799], [3.36009, -5.25266, 1.00538], [2.09328, -4.61662, -0.85939], [0.50763, -3.22587, 0.25574], [1.06084, -2.46106, -1.05218], [3.30333, -2.62822, -1.80288], [4.29689, -3.97804, -1.22463], [-0.97848, 1.66747, -7.21163], [-1.08178, 1.16493, -5.79547], [-2.07028, 1.61689, -4.93752], [-2.22591, 1.11071, -3.64595], [-3.35369, 1.64489, -2.79802], [-1.34751, 0.11224, -3.21815], [-1.68708, -0.81672, -1.56169], [-0.29339, -0.32308, -4.03967], [0.71727, -1.34863, -3.58549], [-0.18508, 0.21079, -5.31602], [-1.68799, 2.47165, -7.40204], [-1.18880, 0.85987, -7.91488], [0.02657, 2.03363, -7.42851], [-2.76043, 2.38309, -5.28027], [-4.29662, 1.16234, -3.06800], [-3.47289, 2.71851, -2.95729], [-3.18310, 1.45789, -1.73980], [1.19009, -1.02976, -2.64956], [1.49076, -1.48206, -4.34315], [0.23674, -2.31346, -3.40339], [0.61884, -0.13040, -5.96160]]
}


No. 4
{
  "formula": "C4H15N2",
  "method": "ωB97M-V/def2-TZVPD",
  "e_lumo_ev": -3.62,
  "homo_energy_ev": -12.6,
  "de_lowest_kcal_mol": 40.5,
  "total_charge": 1,
  "orbital_gap_ev": 8.98,
  "species": ["C", "N", "H", "H", "H", "H", "H", "H", "C", "N", "C", "C", "H", "H", "H", "H", "H", "H", "H", "H", "H"],
  "xyz": [[-0.14359, 0.36710, 3.00896], [-0.25409, -0.73125, 1.97887], [-0.91912, 1.09899, 2.80609], [-0.33466, -0.10652, 3.97035], [0.85239, 0.80422, 2.95814], [-0.00710, -0.40559, 1.01490], [-1.23818, -0.97555, 1.85683], [0.31496, -1.51802, 2.28218], [0.24216, 1.18048, -0.47754], [-0.13398, 0.34432, -1.59628], [1.04080, -0.07557, -2.35897], [-0.80599, -0.87225, -1.18514], [0.69193, 2.10351, -0.86450], [0.96035, 0.70127, 0.22968], [-0.63687, 1.48410, 0.10063], [0.73373, -0.84534, -3.06506], [1.39899, 0.76680, -2.95751], [1.88226, -0.45229, -1.75377], [-1.17730, -1.34367, -2.09991], [-1.67325, -0.69140, -0.53114], [-0.16468, -1.61307, -0.65392]]
}